[1]
DFT (ωB97M-V with the def2-TZVPD basis set) results for a 2-piece molecular cluster, C4H3Br overall.

Each line ends with the natural charge from an NBO analysis.
Cartesian coordinates (Å):
C1 -0.211 -1.166 -2.125  -0.14
C2 -0.432 -0.217 -2.992  -0.32
Br1 -0.837 -0.130 -4.690  0.21
H1 0.319 -1.353 -1.264  0.22
C3 0.948 0.501 -0.518  -0.19
C4 0.858 -0.394 0.281  -0.24
H2 0.255 0.681 -1.182  0.23
H3 0.528 -0.762 1.218  0.24

energy above the lowest of the compared OMol25 structures with the same formula, charge and spin: 112.9 kcal/mol
gap between HOMO and LUMO: 9.3 eV
highest occupied orbital energy: -9.5 eV
net charge: 0


[2]
DFT (ωB97M-V with the def2-TZVPD basis set) results for C4H3Br3S as an isolated structure.

Each line ends with the natural charge from an NBO analysis.
Cartesian coordinates (Å):
C1 0.084 0.025 -0.365  -0.33
C2 0.060 -0.310 -1.725  -0.41
C3 1.311 0.369 0.406  -0.30
C4 2.526 -0.322 0.119  -0.16
S1 1.308 -0.561 -2.681  0.24
Br1 1.826 2.543 0.319  -0.17
Br2 2.349 -2.260 0.308  0.13
Br3 4.309 0.243 -0.070  0.24
H1 -0.661 0.228 0.400  0.23
H2 -0.921 -0.553 -2.079  0.25
H3 1.161 0.384 1.504  0.27

energy above the lowest of the compared OMol25 structures with the same formula, charge and spin: 76.9 kcal/mol
gap between HOMO and LUMO (alpha / beta): 7.1 / 5.6 eV
highest occupied orbital energy (alpha / beta): -8.5 / -8.3 eV
net charge: 0


[3]
DFT (ωB97M-V with the def2-TZVPD basis set) results for C4H3BrCl2O2S2 as an isolated structure.

Each line ends with the natural charge from an NBO analysis.
Cartesian coordinates (Å):
C1 0.968 1.319 -0.815  -0.13
C2 2.799 -1.424 0.105  -0.56
C3 0.035 0.636 0.169  -0.61
C4 0.152 -0.854 -0.275  -0.31
O1 4.628 -0.171 -1.406  -0.88
O2 5.447 -2.091 0.012  -0.82
S1 1.861 -0.777 -1.093  0.58
S2 4.490 -1.095 -0.308  2.05
Cl1 0.164 -2.245 0.813  0.04
Cl2 4.229 0.321 1.345  -0.28
Br1 1.868 2.660 0.072  0.17
H1 0.229 0.662 1.168  0.22
H2 -0.847 1.194 0.094  0.27
H3 -0.424 -1.199 -1.154  0.24

energy above the lowest of the compared OMol25 structures with the same formula, charge and spin: 137.9 kcal/mol
gap between HOMO and LUMO: 6.7 eV
highest occupied orbital energy: -9.0 eV
net charge: 0


[4]
DFT (ωB97M-V with the def2-TZVPD basis set) results for the molecule C4H3BrN2O2.

Each line ends with the natural charge from an NBO analysis.
Cartesian coordinates (Å):
O1 2.550 0.618 0.279  -0.49
C1 1.386 0.428 0.372  0.61
N1 0.923 -0.451 1.346  -0.53
C2 -0.235 -0.929 1.260  0.35
N2 -0.977 -0.916 0.201  -0.61
C3 -0.546 -0.266 -0.820  0.62
O2 -1.387 -0.145 -1.700  -0.55
C4 0.500 0.800 -0.813  -0.38
Br1 -0.501 2.547 -0.632  0.06
H1 -0.776 -1.414 2.137  0.19
H2 -2.001 -1.050 0.135  0.45
H3 1.062 0.778 -1.766  0.29

energy above the lowest of the compared OMol25 structures with the same formula, charge and spin: 29.2 kcal/mol
gap between HOMO and LUMO: 9.0 eV
highest occupied orbital energy: -10.2 eV
net charge: 0


[5]
DFT (ωB97M-V with the def2-TZVPD basis set) results for a 2-piece molecular cluster, C4H3BrO overall.

Each line ends with the natural charge from an NBO analysis.
Cartesian coordinates (Å):
C1 1.946 -0.462 1.936  -0.25
C2 2.802 -0.246 1.112  -0.18
Br1 4.020 0.157 -0.253  0.18
H1 1.180 -0.491 2.656  0.25
C3 0.534 1.083 -1.313  -0.80
C4 0.310 1.656 -0.211  0.72
O1 0.039 2.301 0.696  -0.46
H2 0.376 1.758 -2.109  0.27
H3 1.107 0.191 -1.116  0.27

energy above the lowest of the compared OMol25 structures with the same formula, charge and spin: 54.0 kcal/mol
gap between HOMO and LUMO: 9.7 eV
highest occupied orbital energy: -9.3 eV
net charge: 0


[6]
DFT (ωB97M-V with the def2-TZVPD basis set) results for an isolated ion of composition C4H3BrO5 and charge -2.

Each line ends with the natural charge from an NBO analysis.
Cartesian coordinates (Å):
O1 -1.624 2.242 -0.811  -0.77
C1 -1.684 1.277 -0.030  0.74
O2 -2.285 1.211 1.069  -0.77
C2 -0.920 0.022 -0.548  -0.25
Br1 -2.036 -1.644 0.034  -0.23
C3 0.513 -0.058 -0.157  0.29
O3 1.346 0.125 -1.224  -0.75
O4 0.937 0.625 1.103  -0.59
C4 1.298 -0.797 0.986  0.39
O5 2.477 -1.141 0.799  -0.87
H1 -0.808 -0.113 -1.660  0.23
H2 2.223 -0.197 -0.974  0.49
H3 0.563 -1.553 1.414  0.08

gap between HOMO and LUMO: 5.5 eV
highest occupied orbital energy: 0.1 eV
net charge: -2


[7]
DFT (ωB97M-V with the def2-TZVPD basis set) results for the molecule C4H3Cl3O2.

Each line ends with the natural charge from an NBO analysis.
Cartesian coordinates (Å):
C1 -0.006 -0.030 0.071  -0.67
C2 -0.851 -1.170 -0.230  0.14
C3 -0.048 -2.687 0.124  -0.15
Cl1 0.363 -2.827 1.848  0.02
Cl2 -1.015 -4.113 -0.380  0.04
Cl3 1.439 -2.666 -0.790  0.04
O1 -2.272 -1.130 0.043  -0.45
C4 -1.821 -1.442 -1.218  0.78
O2 -2.170 -1.700 -2.289  -0.48
H1 0.899 -0.216 0.452  0.24
H2 -0.464 0.776 0.710  0.26
H3 0.314 0.495 -0.923  0.24

energy above the lowest of the compared OMol25 structures with the same formula, charge and spin: 0.0 kcal/mol
gap between HOMO and LUMO: 10.9 eV
highest occupied orbital energy: -10.5 eV
net charge: 0


[8]
DFT (ωB97M-V with the def2-TZVPD basis set) results for the molecule C4H3ClF2.

Each line ends with the natural charge from an NBO analysis.
Cartesian coordinates (Å):
C1 0.792 -1.476 -0.017  0.20
C2 1.965 -1.572 -0.704  0.41
C3 -0.292 -0.532 -0.330  -0.55
C4 0.429 0.786 -0.636  -0.16
F1 0.420 -2.461 1.054  -0.38
F2 2.880 -2.455 -0.454  -0.28
Cl1 -0.097 1.585 -2.019  0.06
H1 -0.856 -0.875 -1.153  0.24
H2 -0.959 -0.645 0.565  0.26
H3 1.132 1.184 0.016  0.20

energy above the lowest of the compared OMol25 structures with the same formula, charge and spin: 96.4 kcal/mol
gap between HOMO and LUMO (alpha / beta): 9.6 / 6.8 eV
highest occupied orbital energy (alpha / beta): -10.0 / -8.5 eV
net charge: 0


Maximum force / eV/Å: 7.84; 5.19; 3.22; 7.88; 2.74; 4.07; 5.48; 3.39